Entry 1:
{
  "formula": "C2H5NO3S",
  "method": "ωB97M-V with the def2-TZVPD basis set",
  "orbital_gap_ev": 10.5,
  "spin_multiplicity": 1,
  "homo_energy_ev": -9.959,
  "elements": ["C", "C", "N", "O", "O", "O", "S", "H", "H", "H", "H", "H"],
  "coordinates": [[-0.610, 0.944, 0.362], [-1.210, -0.913, -0.895], [-1.356, -0.178, 0.139], [2.114, 0.017, 1.179], [0.667, 1.247, -0.414], [1.115, -1.276, -0.665], [1.737, -0.013, -0.376], [-1.211, 1.910, 0.313], [-0.303, 0.849, 1.333], [-1.711, -1.924, -1.055], [-0.579, -0.645, -1.797], [1.346, -0.017, 1.877]],
  "forces_ev_per_angstrom": [[0.15, 3.34, -1.64], [-0.47, 0.01, -1.11], [-1.20, -2.73, -2.15], [-1.64, 0.01, 2.42], [-1.27, -1.88, 0.21], [0.25, -0.57, 0.21], [1.16, 1.50, -0.38], [0.71, -1.22, -0.20], [1.01, 0.18, 2.71], [0.26, 1.53, 0.78], [-0.84, -0.06, 1.23], [1.89, -0.11, -2.08]]
}


Entry 2:
{
  "formula": "C4H11IN",
  "method": "ωB97M-V with the def2-TZVPD basis set",
  "total_charge": 1,
  "orbital_gap_ev": 9.5,
  "spin_multiplicity": 1,
  "homo_energy_ev": -12.992,
  "elements": ["C", "C", "C", "C", "N", "I", "H", "H", "H", "H", "H", "H", "H", "H", "H", "H", "H"],
  "coordinates": [[0.301, -0.712, -1.872], [1.582, -2.327, -0.403], [-0.777, 2.219, 0.493], [0.372, -1.630, -0.917], [-0.972, 1.330, 1.668], [-1.561, -1.671, 0.094], [-0.301, 3.081, 0.831], [-0.657, -0.229, -2.132], [1.066, -0.507, -2.691], [2.433, -1.994, -1.070], [1.514, -3.435, -0.320], [1.764, -1.883, 0.599], [-1.660, 2.462, -0.146], [0.053, 1.894, -0.042], [-0.264, 1.386, 2.316], [-1.093, 0.263, 1.428], [-1.800, 1.755, 2.164]],
  "forces_ev_per_angstrom": [[-0.02, 0.24, -2.23], [0.50, 0.35, 0.22], [-0.43, -0.01, -0.47], [-0.62, 1.06, -0.34], [-3.89, -0.38, -1.25], [0.66, -0.66, 0.23], [-0.10, 2.09, 1.09], [0.63, -0.24, 0.36], [-0.47, -0.47, 1.61], [-0.83, -0.65, 0.69], [-0.01, 0.87, -0.14], [0.17, -0.60, -0.41], [0.64, -0.71, 0.93], [0.93, -1.55, -1.62], [2.51, 0.32, 1.68], [-0.33, 1.62, 0.04], [0.66, -1.27, -0.39]]
}


Entry 3:
{
  "formula": "C18H52AsF6O8",
  "method": "ωB97M-V with the def2-TZVPD basis set",
  "total_charge": -1,
  "orbital_gap_ev": 10.2,
  "spin_multiplicity": 1,
  "homo_energy_ev": -7.903,
  "elements": ["As", "F", "F", "F", "F", "F", "F", "C", "C", "C", "O", "H", "H", "H", "H", "H", "H", "H", "H", "C", "C", "C", "O", "H", "H", "H", "H", "H", "H", "H", "H", "C", "C", "C", "O", "H", "H", "H", "H", "H", "H", "H", "H", "C", "C", "C", "O", "H", "H", "H", "H", "H", "H", "H", "H", "C", "C", "C", "O", "H", "H", "H", "H", "H", "H", "H", "H", "C", "O", "H", "H", "H", "H", "C", "O", "H", "H", "H", "H", "C", "O", "H", "H", "H", "H"],
  "coordinates": [[1.180, -1.039, 0.291], [2.802, -0.778, -0.408], [0.662, -1.647, -1.411], [-0.454, -1.458, 0.892], [1.693, -0.562, 1.938], [0.598, 0.624, -0.070], [1.717, -2.682, 0.701], [5.447, 2.960, -3.867], [6.935, 2.710, -3.738], [7.429, 1.456, -4.546], [7.614, 3.740, -4.331], [5.170, 2.960, -4.921], [5.166, 3.945, -3.495], [4.758, 2.302, -3.337], [7.203, 2.666, -2.683], [8.517, 1.384, -4.555], [6.982, 1.345, -5.534], [7.114, 0.590, -3.965], [7.444, 4.556, -3.856], [-3.041, 1.307, 6.831], [-3.329, 2.134, 5.536], [-2.112, 2.456, 4.602], [-4.289, 1.307, 4.893], [-3.971, 1.253, 7.397], [-2.262, 1.693, 7.488], [-2.713, 0.304, 6.559], [-3.849, 3.054, 5.804], [-1.339, 3.029, 5.114], [-2.353, 3.067, 3.732], [-1.668, 1.547, 4.196], [-3.943, 0.413, 4.937], [-0.902, -0.136, -8.158], [-0.171, -0.775, -6.978], [1.035, 0.061, -6.554], [-1.103, -1.030, -5.916], [-1.395, 0.822, -7.988], [-1.660, -0.768, -8.621], [-0.077, 0.011, -8.855], [0.228, -1.744, -7.278], [0.733, 1.024, -6.142], [1.802, 0.126, -7.326], [1.562, -0.415, -5.727], [-0.562, -1.331, -5.182], [-4.836, 3.265, -2.855], [-4.173, 1.898, -2.950], [-4.460, 1.137, -1.651], [-4.807, 1.113, -3.938], [-5.889, 3.165, -2.593], [-4.817, 3.949, -3.703], [-4.388, 3.784, -2.008], [-3.118, 1.933, -3.222], [-5.487, 1.166, -1.288], [-3.809, 1.598, -0.908], [-4.079, 0.116, -1.624], [-4.237, 0.354, -4.076], [-4.352, -4.680, 5.069], [-4.046, -4.172, 3.754], [-5.285, -3.836, 2.918], [-3.485, -2.941, 4.068], [-3.356, -4.828, 5.487], [-4.840, -5.643, 4.919], [-4.957, -3.978, 5.643], [-3.432, -4.774, 3.085], [-4.958, -3.183, 2.110], [-6.078, -3.358, 3.494], [-5.786, -4.687, 2.457], [-2.953, -2.709, 3.302], [3.517, -1.790, 6.675], [4.134, -0.869, 5.671], [2.719, -1.303, 7.235], [3.029, -2.578, 6.102], [4.229, -2.233, 7.371], [3.656, -1.084, 4.867], [1.344, 6.031, 1.294], [1.346, 5.637, -0.112], [0.437, 5.737, 1.823], [2.112, 5.550, 1.900], [1.325, 7.114, 1.418], [1.397, 4.681, -0.037], [4.570, -6.825, 0.961], [3.423, -6.743, 0.121], [5.274, -7.553, 0.557], [5.112, -5.883, 0.880], [4.374, -7.169, 1.977], [3.031, -5.896, 0.342]],
  "forces_ev_per_angstrom": [[-0.50, -0.99, -1.09], [-1.37, 0.37, 0.73], [0.56, 1.00, 2.30], [1.24, 0.46, -0.43], [-0.38, 0.02, -1.44], [0.85, -1.63, 0.28], [-0.41, 0.73, -0.32], [-0.85, 0.07, -0.17], [-0.45, -1.87, -0.69], [-0.75, -0.21, 1.89], [1.32, 2.09, -0.86], [0.01, -0.09, -0.10], [0.31, 0.26, 0.11], [0.37, -0.46, 0.02], [0.14, -0.51, 0.19], [-0.05, 0.39, -0.27], [0.14, 0.44, 0.00], [-0.16, -0.28, -0.09], [-0.05, 0.15, -0.02], [0.60, 0.97, -0.25], [0.74, -0.92, 0.31], [-0.41, -0.15, 0.56], [-0.40, 0.50, -0.78], [0.05, -0.12, -0.05], [0.04, 0.30, -0.05], [-0.08, -0.12, -0.11], [0.03, 0.06, -0.05], [0.05, -0.17, 0.32], [-0.58, -0.06, 0.07], [0.04, -0.14, 0.21], [-0.07, -0.19, -0.21], [0.53, -0.34, -0.16], [-0.53, 0.17, 0.06], [-0.07, -0.24, 0.90], [0.48, 0.45, -0.29], [0.30, 0.06, 0.51], [0.16, -0.29, 0.13], [-0.32, 0.22, -0.54], [-0.03, -0.19, -0.41], [0.01, 0.24, -0.43], [-0.31, 0.32, -0.26], [-0.09, -0.30, 0.18], [-0.15, -0.10, 0.40], [-0.03, 0.30, 0.41], [-1.46, -0.88, 0.38], [1.89, 0.67, 1.03], [-0.45, 0.10, -1.47], [-0.08, -0.31, -0.04], [0.43, -0.39, -0.30], [0.12, 0.13, 0.00], [0.20, 0.35, 0.53], [-0.01, 0.12, -0.43], [-0.22, 0.21, 0.58], [-0.24, -0.17, -0.56], [-0.09, -0.16, -0.14], [0.23, -2.28, 0.75], [-2.15, 1.42, -1.88], [-0.49, -0.40, -0.44], [1.82, 1.39, -0.52], [-0.31, -0.18, 0.84], [-0.22, -0.16, 0.66], [0.10, -0.13, -0.06], [0.53, -0.35, 0.54], [-0.22, 0.12, -0.04], [0.27, 0.35, 0.20], [0.25, -0.36, -0.06], [0.25, 0.66, 0.01], [-0.08, 0.66, -1.54], [-0.62, -1.27, 1.77], [0.17, 0.34, 0.05], [0.11, -0.28, 0.21], [0.30, 0.31, -0.30], [0.09, 0.25, -0.25], [-0.78, -0.15, -0.14], [0.14, 0.45, 1.88], [-0.49, -0.32, -0.37], [0.57, 0.27, -0.39], [0.59, -0.03, -0.48], [-0.04, -0.26, -0.51], [0.58, -0.16, -0.87], [0.24, -0.22, 0.53], [-0.22, -0.24, -0.30], [0.02, 0.14, 0.67], [-0.28, 0.45, 0.18], [-0.37, 0.09, -0.22]]
}


Entry 4:
{
  "formula": "C10H8Cl2O2",
  "method": "ωB97M-V with the def2-TZVPD basis set",
  "smiles": "CC1=CC(=O)C(/C(Cl)=C(/C)Cl)=CC1=O",
  "orbital_gap_ev": 8.1,
  "spin_multiplicity": 1,
  "homo_energy_ev": -9.317,
  "elements": ["C", "C", "C", "C", "O", "C", "C", "Cl", "C", "C", "Cl", "C", "C", "O", "H", "H", "H", "H", "H", "H", "H", "H"],
  "coordinates": [[3.886, -0.517, 0.260], [2.444, -0.184, 0.065], [1.682, -0.575, -0.954], [0.260, -0.153, -1.065], [-0.291, -0.049, -2.134], [-0.435, 0.150, 0.240], [-1.897, -0.041, 0.358], [-2.332, -1.381, 1.393], [-2.844, 0.690, -0.218], [-4.318, 0.494, -0.143], [-2.370, 2.099, -1.114], [0.321, 0.537, 1.264], [1.792, 0.695, 1.095], [2.423, 1.508, 1.731], [4.337, -0.856, -0.669], [3.983, -1.314, 1.000], [4.430, 0.349, 0.634], [2.063, -1.177, -1.771], [-4.789, 1.394, 0.252], [-4.712, 0.333, -1.147], [-4.578, -0.354, 0.483], [-0.103, 0.777, 2.232]],
  "forces_ev_per_angstrom": [[0.01, 0.03, -0.13], [-0.12, 0.07, 0.16], [-0.01, 0.00, -0.05], [0.03, 0.02, 0.03], [-0.09, -0.30, 0.06], [0.08, -0.02, -0.01], [0.01, 0.03, -0.03], [0.02, -0.03, -0.08], [0.02, 0.12, 0.07], [-0.03, -0.02, -0.04], [0.02, -0.02, -0.01], [-0.04, 0.02, 0.01], [0.04, 0.01, -0.06], [-0.03, -0.21, 0.13], [0.01, -0.02, -0.01], [0.02, 0.02, 0.05], [-0.01, 0.02, 0.01], [0.03, 0.14, -0.08], [-0.02, 0.02, 0.02], [-0.01, 0.00, -0.01], [0.01, -0.01, -0.01], [0.06, 0.14, -0.02]]
}


Entry 5:
{
  "formula": "C5H25NO9",
  "method": "ωB97M-V with the def2-TZVPD basis set",
  "smiles": "N[C@H](CO)CCC(O)O.O.O.O.O.O.O",
  "orbital_gap_ev": 10.0,
  "spin_multiplicity": 1,
  "homo_energy_ev": -9.665,
  "elements": ["C", "O", "C", "C", "C", "C", "O", "N", "H", "H", "H", "H", "H", "H", "H", "H", "H", "H", "H", "H", "H", "O", "H", "H", "O", "H", "H", "O", "H", "H", "O", "H", "H", "O", "H", "H", "O", "H", "H", "O"],
  "coordinates": [[1.802, -1.915, 1.593], [1.368, -3.153, 2.195], [0.629, -1.209, 0.960], [1.157, -0.124, -0.007], [1.737, -0.584, -1.337], [0.671, -0.671, -2.445], [-0.370, -1.574, -2.149], [-0.176, -0.628, 2.020], [2.639, -2.174, 0.937], [2.211, -1.212, 2.331], [2.006, -3.286, 2.906], [0.074, -1.934, 0.370], [1.881, 0.405, 0.632], [0.417, 0.646, -0.184], [2.216, -1.553, -1.206], [2.398, 0.167, -1.766], [1.085, -1.054, -3.377], [-0.976, -0.058, 1.756], [-0.582, -1.334, 2.608], [-0.443, 2.971, 2.398], [0.134, 1.944, 1.285], [-0.473, 2.655, 1.496], [1.858, 2.211, 3.249], [1.173, 0.780, 2.978], [1.321, 1.503, 3.610], [-0.165, 3.420, -0.599], [-0.166, 3.587, -2.166], [0.125, 3.038, -1.436], [-2.069, 1.746, 0.305], [-1.645, 0.544, -3.334], [-1.912, 0.795, 0.223], [0.024, 1.158, -1.980], [-2.795, 0.470, 0.015], [0.182, 0.613, -2.766], [-2.611, -1.759, 0.098], [-3.761, -2.578, 0.772], [-3.554, -1.819, 0.231], [-1.976, 0.565, -4.757], [-1.005, -1.166, -1.555], [-2.430, 0.565, -3.905]],
  "forces_ev_per_angstrom": [[0.30, -0.51, 0.29], [0.28, 0.87, 0.28], [-0.24, 0.01, -1.25], [0.30, 0.42, 1.26], [-0.70, 0.04, -0.38], [-0.20, 0.02, 0.33], [-0.07, -0.23, -0.09], [0.03, 0.61, 0.66], [-0.30, 0.30, -0.50], [-0.07, -0.20, 0.21], [-0.26, -0.41, 0.06], [-0.15, -0.39, -0.15], [0.42, 0.05, -0.49], [-0.53, -0.11, -0.04], [0.22, 0.08, -0.27], [0.58, -0.12, 0.41], [0.25, -0.02, 0.09], [0.38, -0.05, -0.72], [0.31, -0.50, 0.37], [0.59, -0.58, 0.32], [0.23, -0.12, 0.86], [-0.81, 1.01, -1.25], [0.17, -0.29, -0.35], [-0.11, 0.15, -0.12], [-0.17, 0.09, 0.60], [-0.10, 0.15, -0.06], [-0.14, 0.19, 0.08], [0.20, -0.36, 0.22], [0.46, 0.03, 0.19], [-0.14, -0.03, 0.17], [-0.79, 0.15, -0.45], [0.19, 0.18, 0.07], [-0.14, -0.36, -0.04], [-0.12, -0.38, -0.15], [0.33, -0.46, 0.24], [0.29, -0.28, 0.15], [-0.53, 0.74, -0.35], [-0.42, -0.02, -0.12], [0.01, 0.27, 0.07], [0.45, 0.08, -0.18]]
}


Entry 6:
{
  "formula": "C6H13N2SSi",
  "method": "ωB97M-V with the def2-TZVPD basis set",
  "total_charge": 1,
  "orbital_gap_ev": 7.7,
  "spin_multiplicity": 1,
  "homo_energy_ev": -12.376,
  "elements": ["C", "C", "C", "C", "C", "C", "N", "N", "Si", "S", "H", "H", "H", "H", "H", "H", "H", "H", "H", "H", "H", "H", "H"],
  "coordinates": [[-0.937, 0.300, 1.254], [-1.576, 1.807, -0.297], [-1.932, 2.374, 1.114], [0.189, -1.999, 0.617], [2.817, -0.441, -0.082], [0.796, -1.593, -2.537], [-1.134, 0.466, 0.012], [-1.199, 1.379, 1.961], [1.208, -1.158, -0.774], [-0.145, -1.039, 2.052], [-2.279, 1.878, -1.100], [-0.741, 2.387, -0.650], [-1.829, 3.437, 1.441], [-2.991, 2.133, 1.266], [-0.806, -2.464, 0.304], [0.683, -2.869, 1.130], [3.173, -1.132, 0.672], [3.638, -0.222, -0.715], [2.544, 0.569, 0.382], [1.621, -1.747, -3.327], [0.282, -2.650, -2.634], [0.071, -0.802, -3.042], [-1.450, 1.387, 2.956]],
  "forces_ev_per_angstrom": [[0.53, 0.23, 0.24], [1.22, 1.31, 1.42], [-1.52, -1.09, 0.32], [-0.82, -2.09, -0.50], [-1.90, 1.27, 0.42], [-0.99, -0.84, -2.60], [1.34, -2.29, -2.70], [-1.01, 2.88, 2.35], [-0.75, -0.21, 0.81], [-0.19, 0.82, 0.30], [-0.96, -0.22, 0.03], [0.77, 0.14, -0.35], [0.63, -0.95, -0.72], [-0.13, 0.28, 0.07], [1.38, 0.79, -0.24], [0.20, 0.51, -0.92], [-0.15, -0.04, 0.46], [0.51, 0.01, -1.13], [0.28, -1.40, -0.19], [-0.70, 0.71, 1.63], [0.54, 2.13, 0.69], [1.30, -1.59, 1.28], [0.42, -0.34, -0.67]]
}